[1]
Computed, not measured: a 5-piece molecular cluster, C36H42F12N4O13P overall in a non-equilibrium geometry, with ωB97M-V/def2-TZVPD.

Geometry (Å):
C  -7.153  3.428  0.089
C  -5.994  2.747  1.082
O  -6.432  1.669  1.791
O  -4.615  3.276  1.217
C  -3.612  2.242  0.915
N  -3.487  1.951  -0.598
P  -4.117  0.385  -1.120
O  -5.501  0.649  -1.903
C  -2.881  2.931  -1.317
N  -2.356  4.212  -0.668
C  -1.726  4.998  -1.796
N  -1.959  4.090  -3.023
C  -1.368  4.696  -4.269
C  0.272  4.582  -4.355
O  0.849  4.996  -5.509
C  1.263  4.049  -3.158
C  1.749  2.481  -2.948
C  2.788  2.134  -1.701
C  3.370  3.320  -0.678
C  2.880  4.885  -0.872
C  1.845  5.190  -2.111
N  -2.648  2.896  -2.789
C  -2.944  1.988  -3.931
O  -1.674  1.290  -4.311
C  -1.837  -0.170  -4.253
C  -0.815  -0.965  -3.193
C  -0.840  -2.580  -2.917
C  -1.958  -3.468  -3.733
C  -2.976  -2.715  -4.819
C  -2.941  -1.064  -5.084
H  -6.920  3.244  -1.046
H  -7.276  4.580  0.258
H  -8.198  2.914  0.329
H  -2.559  2.557  1.381
H  -3.882  1.217  1.465
H  -3.204  -0.460  -1.844
H  -4.518  -0.389  0.064
H  -1.195  6.045  -1.746
H  -1.811  4.314  -5.281
H  -1.613  5.864  -4.227
H  1.354  1.654  -3.694
H  3.187  1.042  -1.475
H  4.134  3.104  0.195
H  3.269  5.749  -0.163
H  1.507  6.318  -2.271
H  -3.859  1.271  -3.831
H  -3.189  2.677  -4.876
H  -0.023  -0.313  -2.589
H  -0.080  -2.997  -2.117
H  -1.992  -4.619  -3.511
H  -3.767  -3.374  -5.399
H  -3.677  -0.545  -5.835
C  -1.426  -9.044  0.512
C  -1.643  -7.540  0.481
O  -0.491  -6.873  -0.057
C  -0.367  -6.891  -1.423
O  -1.168  -7.439  -2.175
C  0.870  -6.111  -1.863
F  1.980  -6.430  -1.137
F  0.701  -4.764  -1.727
F  1.199  -6.324  -3.168
H  -0.510  -9.288  1.059
H  -2.271  -9.545  0.991
H  -1.310  -9.449  -0.498
H  -1.777  -7.170  1.502
H  -2.545  -7.272  -0.082
C  2.880  -14.004  1.839
C  2.328  -13.911  0.426
O  0.893  -13.928  0.441
C  0.279  -12.746  0.767
O  0.885  -11.714  1.042
C  -1.240  -12.890  0.701
F  -1.691  -14.014  1.329
F  -1.692  -12.966  -0.584
F  -1.901  -11.846  1.276
H  2.480  -14.884  2.350
H  3.971  -14.067  1.823
H  2.593  -13.132  2.436
H  2.651  -14.784  -0.149
H  2.700  -13.023  -0.098
C  3.668  9.708  3.719
C  4.962  9.748  2.922
O  5.553  8.442  2.851
C  5.006  7.581  1.934
O  4.063  7.869  1.203
C  5.755  6.250  1.930
F  5.969  5.762  3.186
F  6.984  6.355  1.348
F  5.096  5.269  1.251
H  3.841  9.275  4.709
H  3.257  10.714  3.837
H  2.917  9.083  3.225
H  5.682  10.397  3.429
H  4.807  10.159  1.917
C  1.428  4.044  3.156
C  0.590  4.797  4.176
O  1.288  4.902  5.426
C  2.256  5.870  5.497
O  2.545  6.618  4.568
C  2.885  5.904  6.889
F  3.215  4.663  7.349
F  2.043  6.441  7.818
F  4.029  6.643  6.940
H  1.726  3.068  3.550
H  0.869  3.898  2.229
H  2.351  4.586  2.922
H  -0.332  4.241  4.370
H  0.299  5.788  3.809

Its net charge is +1. The HOMO energy is -0.4126 Eh. For the max |F|, the calculation gives 9.2 eV/A. The total energy comes out at -4132.78069 Ha. The gap between HOMO and LUMO is 7.095 eV.

Atom charges from the Mulliken analysis, given in e for atoms 1 to 6: -0.798 0.730 -0.518 -0.290 -0.611 0.145


[2]
Computed, not measured: C42H43BrCsFN11O5S2 as an isolated structure, with ωB97M-V/def2-TZVPD.

Geometry (Å):
Cs  0.599  3.408  -0.842
C  -1.744  7.392  -4.369
C  -1.709  6.197  -3.456
N  -1.602  6.266  -2.185
N  -1.548  7.507  -1.623
C  -1.315  7.658  -0.295
N  -1.347  8.936  0.131
S  -1.026  6.393  0.748
C  -1.788  4.825  -4.040
C  -2.215  4.622  -5.344
C  -2.232  3.328  -5.850
C  -1.816  2.290  -5.043
C  -1.427  2.587  -3.741
N  -1.422  3.815  -3.245
H  -1.046  8.162  -4.037
H  -2.745  7.830  -4.419
H  -1.447  7.121  -5.378
H  -1.747  8.325  -2.182
H  -1.418  9.718  -0.498
H  -1.098  9.110  1.088
H  -2.536  5.446  -5.965
H  -2.555  3.146  -6.867
H  -1.776  1.271  -5.401
H  -1.083  1.796  -3.085
C  5.805  -2.895  -1.596
C  4.767  -2.837  -2.706
N  3.558  -2.117  -2.306
C  3.421  -0.808  -2.670
C  2.405  -0.003  -2.287
C  2.309  1.455  -2.746
O  1.492  1.679  -3.655
O  3.008  2.256  -2.090
C  1.415  -0.507  -1.388
O  0.514  0.201  -0.905
C  1.510  -1.934  -1.068
C  0.485  -2.534  -0.324
C  0.560  -3.860  -0.030
F  -0.442  -4.472  0.643
C  1.662  -4.638  -0.414
C  2.668  -4.061  -1.148
C  2.598  -2.703  -1.515
N  1.765  -6.021  -0.039
C  0.738  -6.867  -0.629
C  1.081  -8.322  -0.385
N  1.200  -8.547  1.101
C  2.228  -7.631  1.716
C  1.839  -6.204  1.405
H  6.691  -3.432  -1.937
H  5.417  -3.399  -0.711
H  6.105  -1.889  -1.305
H  4.488  -3.834  -3.050
H  5.169  -2.316  -3.573
H  4.211  -0.431  -3.307
H  -0.363  -1.942  -0.006
H  3.506  -4.683  -1.425
H  0.707  -6.700  -1.705
H  -0.266  -6.654  -0.232
H  2.048  -8.581  -0.813
H  0.313  -8.994  -0.762
H  1.428  -9.522  1.295
H  0.293  -8.358  1.536
H  3.184  -7.895  1.267
H  2.250  -7.826  2.786
H  2.592  -5.534  1.818
H  0.894  -5.957  1.912
C  -3.833  3.927  -0.121
O  -2.804  3.054  0.314
C  -3.157  1.960  1.029
C  -4.431  1.674  1.481
C  -4.634  0.507  2.218
Br  -6.386  0.124  2.833
C  -3.608  -0.355  2.516
C  -2.312  -0.059  2.072
C  -2.095  1.083  1.315
O  -0.882  1.465  0.857
C  -1.213  -0.951  2.476
N  -1.396  -2.185  2.879
C  -0.142  -2.627  3.253
C  0.251  -3.841  3.817
C  1.585  -4.003  4.138
C  2.529  -2.990  3.893
C  2.157  -1.779  3.338
C  0.809  -1.619  3.034
N  0.101  -0.562  2.514
H  -4.565  3.392  -0.732
H  -3.336  4.690  -0.715
H  -4.339  4.395  0.729
H  -5.263  2.329  1.269
H  -3.770  -1.251  3.097
H  -0.387  0.731  0.426
H  -0.486  -4.607  4.026
H  1.914  -4.918  4.619
H  3.562  -3.150  4.172
H  2.872  -0.984  3.172
H  0.437  0.395  2.462
S  1.579  2.776  2.835
C  0.024  3.029  3.381
N  -0.577  4.252  3.188
C  -1.848  4.529  3.536
C  -2.593  3.571  4.144
C  -1.945  2.338  4.364
N  -0.712  2.073  4.013
H  -0.019  4.961  2.729
H  -2.197  5.523  3.291
H  -3.616  3.741  4.438
H  -2.484  1.529  4.847

Its net charge is +1. The calculation puts the energy above the lowest of the compared OMol25 structures with the same formula, charge and spin at 17.4 kJ/mol. The HOMO energy is -0.3407 Eh. For the max |F|, the calculation gives 0.3 eV/A. The total energy comes out at -6095.09892 Ha. The gap between HOMO and LUMO is 6.462 eV.

Atom charges from the Mulliken analysis, given in e for atoms 1 to 6: 1.477 -1.858 0.973 -0.171 -0.259 -0.007


> The lowest max |F| belongs to which entry?

C42H43BrCsFN11O5S2